Entry 1:
C21H24N2O8 | wB97M-V/def2-TZVPD

Last column: natural (NBO) charge in e.
Cartesian coordinates (Å):
O1 -5.8487 0.4308 5.0162  -0.529
C1 -5.0051 0.4219 4.2992  0.718
C2 -3.8300 1.6023 4.2131  -0.139
O2 -3.6157 1.7828 2.7869  -0.527
C3 -2.5888 2.3254 2.0770  0.274
C4 -1.4774 2.8234 2.8001  -0.253
C5 -0.3948 3.0152 2.0097  -0.211
C6 -0.5183 3.1994 0.8288  -0.287
C7 -1.5586 2.8535 0.1242  -0.141
C8 -2.7262 2.4976 0.8242  -0.260
N1 -4.7337 -0.7824 3.5593  -0.507
N2 -3.5175 -0.7649 2.7523  -0.244
C9 -3.3373 -1.6480 1.9067  0.049
C10 -1.9711 -1.8838 1.2150  -0.042
C11 -0.9317 -0.8231 1.2075  -0.209
C12 -0.0563 -1.0594 0.2527  -0.266
C13 0.2120 -2.2402 -0.4631  0.276
O3 1.3181 -2.5375 -1.1035  -0.487
C14 2.2744 -1.4898 -1.3322  0.373
O4 1.9831 -0.3873 -1.8950  -0.570
C15 2.8964 0.6509 -2.3182  0.067
C16 2.2352 1.7738 -2.8744  -0.108
O5 1.2777 2.2958 -1.8923  -0.695
C17 3.7993 -0.2914 -3.3791  0.095
O6 5.2888 0.0303 -3.0693  -0.763
C18 3.5206 -1.7200 -3.3502  0.008
O7 2.4877 -1.9269 -4.1203  -0.681
C19 3.6886 -2.1664 -1.8985  0.058
O8 4.7736 -1.8891 -1.1806  -0.650
C20 -0.7229 -3.1980 -0.2798  -0.206
C21 -1.8035 -3.3297 0.4686  -0.192
H1 -4.1662 2.4528 4.7859  0.204
H2 -2.9108 1.2259 4.5292  0.196
H3 -1.7622 2.6892 3.9404  0.220
H4 0.3968 3.3557 2.6620  0.214
H5 0.4243 3.3819 0.1943  0.217
H6 -1.4223 2.6709 -1.0717  0.222
H7 -3.6663 1.9545 0.1357  0.227
H8 -5.1259 -1.6455 3.4999  0.385
H9 -3.9494 -2.7157 1.9891  0.121
H10 -1.1421 -0.0533 1.9051  0.249
H11 0.5704 -0.2091 0.1950  0.206
H12 2.6289 -1.3794 -0.1513  0.115
H13 3.5144 0.8287 -1.5187  0.196
H14 2.8600 2.4564 -3.3779  0.214
H15 1.6691 1.3015 -3.6887  0.182
H16 0.8765 1.6871 -1.4664  0.462
H17 3.5227 0.2900 -4.4715  0.182
H18 5.1426 0.8799 -3.4997  0.480
H19 4.4411 -2.1977 -3.8585  0.188
H20 1.6019 -2.0022 -3.6100  0.493
H21 3.3229 -3.2371 -2.0217  0.180
H22 5.1539 -1.3027 -1.7181  0.485
H23 -0.5589 -3.9574 -0.9473  0.194
H24 -2.5394 -4.0400 0.3795  0.219

Atomic forces in eV per Å
O -8.1 1.1 6.7
C 9.1 -1.4 -6.0
C -1.4 -1.8 -3.1
O -2.5 0.6 0.0
C -0.5 0.6 8.6
C -3.9 -3.1 1.8
C 2.1 1.2 15.8
C 5.7 1.9 -13.7
C -4.0 -1.5 -5.1
C -2.4 -2.3 -9.8
N 5.2 4.3 -2.2
N -1.9 2.0 2.1
C 1.5 -5.6 0.0
C -1.2 -2.0 0.1
C -6.6 -5.4 0.7
C 4.5 1.2 -1.6
C -2.1 3.2 3.2
O 1.0 0.7 -3.5
C 6.3 -4.2 7.7
O -4.8 4.2 -2.1
C 2.9 -6.5 -1.3
C -4.5 -1.0 0.0
O 5.8 7.7 -5.8
C 1.0 6.8 -1.3
O -3.2 -0.3 -1.2
C 7.2 0.3 0.4
O -6.2 -2.3 -0.4
C -8.3 -2.8 -1.6
O -1.4 -3.2 2.8
C 1.0 -2.6 -1.9
C -0.2 9.1 3.6
H -0.2 0.4 -0.2
H 1.3 -0.9 1.5
H 2.1 0.8 -2.2
H 1.2 -0.1 -0.7
H -1.3 0.1 1.0
H -0.8 0.9 3.1
H 2.7 1.9 2.5
H -2.4 -2.5 0.5
H 0.7 2.6 -0.7
H 0.4 1.2 -0.1
H 1.4 0.5 -0.8
H -0.7 0.6 -2.2
H 1.6 0.8 2.1
H 0.7 1.4 0.3
H -0.4 0.4 -0.2
H -4.1 -7.2 4.3
H 1.0 -2.2 2.5
H 1.6 0.4 0.3
H -1.1 0.7 0.3
H 2.1 0.2 -1.1
H 1.3 0.6 1.0
H 3.8 4.2 -2.6
H 0.6 -2.5 -1.5
H -1.5 -1.5 0.1

Results
- total charge = 0
- SMILES string = O=C(COc1ccccc1)N/N=C/c1ccc(O[C@@H]2O[C@H](CO)[C@@H](O)[C@H](O)[C@H]2O)cc1
- HOMO-LUMO gap (Eh) = 0.30023
- HOMO (eV) = -7.9


Entry 2:
C21H24N2OP2SSn | wB97M-V/def2-TZVPD

Last column: Mulliken charge in e.
Cartesian coordinates (Å):
C1 -1.5483 -3.1270 2.0949  -0.342
C2 -0.6172 -2.4052 1.3649  -0.007
C3 -0.8658 -2.1735 -0.0357  0.250
C4 -2.0944 -2.6481 -0.6403  0.603
C5 -3.0161 -3.3936 0.1607  -0.871
C6 -2.7393 -3.6319 1.4918  -0.835
C7 -2.3156 -2.3266 -1.9918  -0.820
C8 -1.3818 -1.5510 -2.7030  0.602
C9 -0.1794 -1.1491 -2.0010  0.199
C10 0.8014 -0.3268 -2.6633  0.047
C11 0.5695 0.0582 -3.9745  -0.348
C12 -0.6052 -0.3510 -4.6740  -0.854
C13 -1.5611 -1.1350 -4.0599  -0.935
H1 -1.3750 -3.3075 3.1618  0.451
H2 -3.9432 -3.7581 -0.2948  0.465
H3 -3.4456 -4.2011 2.1053  0.397
H4 -3.2315 -2.6669 -2.4889  0.475
H5 1.3011 0.6925 -4.4878  0.468
H6 -0.7464 -0.0269 -5.7104  0.402
H7 -2.4694 -1.4359 -4.5933  0.460
N1 0.0592 -1.4860 -0.7238  -0.034
Sn1 -0.2613 1.6855 0.7786  2.079
C14 0.5988 -1.7728 1.9770  -1.074
H8 1.4398 -1.7971 1.2654  0.404
H9 0.8836 -2.2825 2.9143  0.765
C15 1.9829 0.1238 -1.8608  -1.055
H10 2.3196 -0.6906 -1.1990  0.488
H11 2.8154 0.4428 -2.5124  0.823
P1 0.3226 0.0451 2.4032  0.352
P2 1.5782 1.5763 -0.7148  0.456
C16 1.5716 2.9437 -1.9707  -1.385
H12 1.4981 3.9109 -1.4462  0.450
H13 2.4768 2.9340 -2.6046  0.432
H14 0.6757 2.8328 -2.6038  0.451
C17 3.2773 1.8060 0.0172  -1.241
H15 4.0522 1.9140 -0.7629  0.426
H16 3.2809 2.7050 0.6567  0.412
H17 3.5206 0.9328 0.6460  0.340
C18 -0.9280 -0.1244 3.7548  -1.276
H18 -0.6245 -0.8733 4.5089  0.386
H19 -1.0578 0.8604 4.2316  0.467
H20 -1.8906 -0.4130 3.3031  0.421
C19 1.8648 0.3617 3.3951  -1.202
H21 1.8275 1.3859 3.8037  0.415
H22 1.9670 -0.3558 4.2287  0.430
H23 2.7461 0.2828 2.7379  0.331
C20 -1.2309 2.8910 -0.2628  -0.137
O1 -1.9183 3.5877 -0.9033  -0.276
H24 -1.0835 0.5997 0.0279  -0.242
S1 -0.5401 3.4834 1.6091  -0.036
C21 -0.7924 5.1105 2.3608  0.186
N2 -0.9681 6.2441 2.8844  -0.360

Atomic forces in eV per Å
C 0.4 0.4 -0.3
C -0.8 -0.3 0.0
C -0.3 -0.2 -0.3
C 0.5 0.3 0.0
C 0.1 -0.1 0.6
C -0.2 0.0 -0.5
C 0.2 0.1 0.1
C 0.4 0.0 0.5
C -0.4 -0.3 -0.1
C -0.7 0.1 -0.7
C 0.1 -0.1 0.7
C -0.5 -0.3 0.1
C 0.4 0.4 -0.3
H -0.1 0.0 -0.4
H 0.4 0.1 0.2
H 0.3 0.2 -0.3
H 0.3 0.1 0.2
H -0.3 -0.3 0.1
H 0.1 -0.2 0.5
H 0.4 0.1 0.2
N -0.3 0.3 0.1
Sn 5.3 -14.1 0.0
C -0.1 0.1 -0.9
H -0.2 -0.1 0.3
H -0.1 0.5 -0.2
C -0.5 -0.5 0.4
H 0.0 0.3 -0.3
H -0.3 0.2 0.5
P 1.8 -3.2 4.6
P 5.1 0.0 -3.6
C -1.0 0.3 0.5
H 0.1 -0.2 -0.3
H -0.4 -0.2 0.5
H 0.3 0.1 0.1
C -0.5 0.1 0.8
H -0.6 -0.1 0.2
H 0.1 -0.3 -0.2
H 0.0 0.3 -0.3
C -0.5 0.7 -0.6
H 0.1 0.4 -0.5
H 0.0 -0.4 0.0
H 0.3 0.0 0.3
C -0.1 0.6 -0.4
H 0.1 -0.4 -0.1
H -0.2 0.3 -0.5
H -0.3 0.0 0.3
C -7.0 8.8 -7.8
O 1.9 -2.4 1.6
H -2.2 -2.7 -1.3
S -1.8 14.0 6.7
C -0.8 6.2 3.9
N 1.3 -8.6 -4.1

Results
- total charge = +2
- HOMO-LUMO gap (Eh) = 0.20029
- HOMO (eV) = -13.6


Entry 3:
C21H24N2OS4Tl | wB97M-V/def2-TZVPD

Last column: natural (NBO) charge in e.
Cartesian coordinates (Å):
Tl1 -2.6035 -1.0018 -3.1486  0.470
C1 5.1160 -0.4007 -2.6899  -0.605
C2 4.2000 -0.4451 -1.4652  -0.085
C3 4.5228 -1.7156 -0.6660  -0.594
C4 4.4778 0.7945 -0.6018  -0.594
C5 2.7251 -0.4529 -1.8525  0.041
C6 2.2836 -0.3783 -3.1705  -0.265
C7 0.9207 -0.4020 -3.4185  0.066
N1 -0.0013 -0.4887 -2.4760  -0.431
C8 0.3918 -0.5369 -1.1987  0.267
C9 1.7473 -0.5281 -0.8711  -0.267
C10 -0.6790 -0.5820 -0.1789  0.148
C11 -0.3954 -0.4860 1.1856  -0.214
C12 -1.4102 -0.4649 2.1267  0.029
C13 -2.7139 -0.5226 1.6375  -0.253
C14 -2.9216 -0.6398 0.2757  0.060
N2 -1.9391 -0.6902 -0.6171  -0.423
C15 -1.1571 -0.3797 3.6270  -0.071
C16 -1.7604 -1.6234 4.2979  -0.598
C17 -1.8263 0.8860 4.1807  -0.599
C18 0.3353 -0.3292 3.9613  -0.609
H1 6.1587 -0.3953 -2.3681  0.209
H2 4.9441 0.5014 -3.2794  0.212
H3 4.9630 -1.2723 -3.3287  0.211
H4 5.5802 -1.7291 -0.3932  0.204
H5 4.3058 -2.6054 -1.2599  0.213
H6 3.9359 -1.7718 0.2515  0.208
H7 5.5338 0.8387 -0.3260  0.204
H8 3.8869 0.7785 0.3148  0.208
H9 4.2261 1.7027 -1.1520  0.217
H10 2.9698 -0.3097 -4.0014  0.216
H11 0.5489 -0.3446 -4.4376  0.202
H12 2.0434 -0.5764 0.1679  0.203
H13 0.6338 -0.4016 1.4996  0.199
H14 -3.5693 -0.4657 2.2969  0.215
H15 -3.9275 -0.6739 -0.1369  0.248
H16 -2.8382 -1.6744 4.1447  0.213
H17 -1.5669 -1.6024 5.3729  0.202
H18 -1.3189 -2.5313 3.8822  0.211
H19 -2.9060 0.8608 4.0336  0.214
H20 -1.4373 1.7730 3.6776  0.217
H21 -1.6295 0.9805 5.2511  0.202
H22 0.8504 -1.2206 3.5976  0.208
H23 0.4657 -0.2810 5.0436  0.209
H24 0.8083 0.5541 3.5271  0.210
O1 -6.9932 4.8976 -2.6616  -0.627
C19 -6.2741 3.9195 -2.6612  0.164
S1 -4.5409 3.9635 -2.9687  0.290
C20 -4.2039 2.2309 -2.7986  -0.406
C21 -5.2695 1.4414 -2.5262  -0.400
S2 -5.3242 -0.2721 -2.3102  -0.435
S3 -6.8296 2.2772 -2.3840  0.294
S4 -2.5382 1.7953 -3.0050  -0.408

Atomic forces in eV per Å
Tl -0.7 0.2 -0.4
C -0.1 0.0 0.0
C 0.1 0.0 0.1
C 0.0 0.0 0.0
C 0.0 0.0 0.0
C 0.0 0.0 -0.3
C 0.1 0.0 0.2
C -0.1 0.0 -0.1
N 0.2 0.1 0.4
C 0.5 0.0 -0.6
C -0.2 0.0 0.3
C -0.7 0.0 0.5
C 0.3 0.1 -0.2
C -0.2 0.0 0.0
C 0.2 0.0 0.0
C -0.2 0.0 0.0
N 0.5 0.1 0.3
C 0.0 0.0 0.1
C 0.0 0.0 0.0
C 0.0 0.0 0.0
C -0.1 0.0 -0.1
H 0.0 0.0 0.0
H 0.0 0.0 0.0
H 0.0 0.0 0.0
H 0.0 0.0 0.0
H 0.0 0.0 0.0
H 0.0 0.0 0.0
H 0.0 0.0 0.0
H 0.0 0.0 0.0
H 0.0 0.0 0.0
H 0.0 0.0 0.0
H 0.0 0.0 0.0
H 0.0 0.0 0.0
H 0.0 0.0 0.0
H 0.0 0.0 0.0
H 0.0 0.0 0.0
H 0.0 0.0 0.0
H 0.0 0.0 0.0
H 0.0 0.0 0.0
H 0.0 0.0 0.0
H 0.0 0.0 0.0
H 0.0 0.0 0.0
H 0.0 0.0 0.0
H 0.0 0.0 0.0
H 0.0 0.0 0.0
O 0.0 0.0 0.0
C 0.0 0.1 -0.1
S 0.0 -0.1 0.0
C -0.5 0.1 0.0
C 0.1 0.6 0.0
S 0.1 -0.5 0.0
S 0.1 -0.1 0.1
S 0.4 -0.3 -0.1

Results
- total charge = -1
- HOMO-LUMO gap (Eh) = 0.17418
- HOMO (eV) = -2.8


Asked for E_LUMO across the records above, the calculation gives 0.3, -8.2, 1.9 eV in order.
Asked for energy above the lowest of the compared OMol25 structures with the same formula, charge and spin across the records above, the calculation gives 337.59, 198.26, 0.00 kcal per mole in order.
Asked for max |F| across the records above, the calculation gives 15.962, 15.572, 0.838 eV/Å in order.